(1)
{"formula": "C23H29NO5S", "method": "the ωB97M-V functional and the def2-TZVPD basis", "e_tot_ha": -1723.00002, "lumo_ev": 0.600, "e_homo_ev": -7.90, "total_charge": 0, "gap_ev": 8.5, "spin_multiplicity": 1, "relative_energy_kj_mol": 0.0, "elements": ["H", "C", "C", "H", "C", "C", "C", "H", "H", "H", "H", "H", "C", "C", "H", "C", "C", "H", "H", "H", "H", "H", "H", "H", "C", "O", "H", "N", "C", "H", "H", "C", "C", "H", "C", "O", "C", "H", "O", "H", "H", "C", "C", "C", "H", "C", "H", "H", "H", "O", "S", "H", "C", "C", "H", "H", "C", "C", "O"], "coordinates": [[4.683, -0.087, -0.139], [-0.761, -0.444, 2.126], [2.790, 2.331, -2.697], [-2.922, -1.892, 1.908], [2.895, 0.451, -1.178], [1.841, -2.456, 2.636], [3.466, 1.580, -1.752], [-3.723, -2.326, -3.084], [-4.597, 0.234, 0.485], [-2.750, 1.370, 0.089], [-0.088, 0.575, -2.801], [-0.804, -1.314, 2.762], [-0.704, 1.770, 0.489], [-4.058, -2.602, -0.964], [-0.706, 2.624, -0.170], [0.918, 0.849, -2.520], [3.622, -0.323, -0.131], [3.486, -1.393, -0.283], [-3.629, -0.469, 2.668], [0.381, -3.221, -2.387], [0.964, 2.558, -3.799], [-3.711, -4.037, -2.530], [-5.111, -1.399, 0.963], [-3.155, -0.778, -1.152], [1.701, 3.358, 0.551], [-1.846, -0.859, -2.710], [1.861, -3.309, 3.309], [-3.789, -1.339, -0.600], [-3.404, -3.017, -2.295], [4.461, 1.871, -1.449], [3.258, 3.203, -3.130], [1.509, 1.969, -3.076], [0.443, 1.416, 1.173], [1.019, -2.572, 1.934], [1.616, 0.086, -1.597], [1.639, 2.070, 1.123], [-1.878, 1.041, 0.632], [1.171, 5.401, 0.970], [-4.777, -3.359, -0.349], [2.584, -0.998, 4.044], [2.772, 3.559, 0.464], [0.170, -2.155, -2.445], [-4.258, -0.790, 0.652], [-3.185, -0.844, 1.741], [3.214, -0.066, 0.847], [0.417, 0.268, 1.997], [1.272, 3.358, -0.459], [1.498, 4.424, 2.410], [-0.022, 4.223, 1.538], [-1.979, -3.044, -2.234], [0.873, -1.391, -0.927], [0.662, -1.699, -3.302], [-1.926, -0.061, 1.462], [1.687, -1.168, 3.441], [2.767, -2.430, 2.069], [0.827, -1.233, 4.119], [1.041, 4.422, 1.424], [-1.315, -1.922, -2.488], [1.592, -0.017, 2.627]], "forces_ev_per_a": [[0.08, 0.01, 0.02], [0.14, 0.06, 0.08], [0.05, 0.06, -0.02], [-0.04, 0.00, 0.04], [-0.03, -0.04, -0.10], [-0.07, 0.42, 0.09], [-0.01, 0.06, -0.05], [0.06, -0.14, 0.08], [-0.04, -0.06, 0.02], [-0.14, 0.03, -0.07], [-0.09, -0.04, 0.01], [0.06, -0.12, 0.07], [0.28, 0.12, 0.01], [0.38, -0.04, -0.65], [0.07, 0.11, -0.04], [0.02, 0.17, -0.11], [0.04, 0.00, 0.07], [0.08, -0.07, 0.03], [-0.02, -0.08, 0.03], [0.02, 0.06, -0.11], [-0.04, 0.05, -0.08], [0.03, 0.20, 0.11], [0.06, 0.19, -0.03], [-0.05, -0.20, -0.12], [-0.07, 0.52, -0.13], [-0.04, -0.03, -0.07], [0.00, -0.12, 0.06], [0.13, 0.57, 0.14], [-0.59, 0.02, -0.06], [0.12, 0.02, 0.04], [0.05, 0.07, -0.04], [-0.03, 0.04, -0.07], [0.10, -0.07, 0.17], [-0.08, -0.09, -0.04], [-0.17, -0.30, 0.02], [-0.19, -0.43, 0.22], [-0.05, -0.17, 0.07], [-0.01, 0.13, -0.04], [-0.23, -0.35, 0.19], [-0.18, -0.03, -0.02], [-0.15, -0.01, -0.09], [0.19, 0.15, 0.53], [0.03, -0.16, 0.33], [-0.23, 0.08, -0.11], [0.05, -0.05, 0.11], [0.07, 0.25, -0.01], [0.11, -0.05, 0.07], [0.03, 0.04, 0.10], [-0.09, 0.06, 0.03], [0.15, -0.34, 0.16], [-0.06, -0.12, -0.31], [-0.09, -0.07, -0.03], [0.00, -0.03, -0.02], [0.03, -0.44, 0.20], [0.10, -0.03, -0.08], [0.09, 0.06, -0.03], [0.11, -0.41, -0.12], [0.18, 0.27, -0.22], [-0.12, 0.26, -0.25]]}

---

(2)
{"formula": "C23H30BrGaN3OSi2", "method": "the ωB97M-V functional and the def2-TZVPD basis", "e_tot_ha": -6211.62902, "lumo_ev": -2.311, "e_homo_ev": -10.19, "total_charge": 1, "gap_ev": 7.9, "spin_multiplicity": 1, "elements": ["H", "H", "H", "C", "H", "C", "H", "O", "H", "Br", "C", "C", "C", "C", "C", "H", "H", "H", "Si", "C", "N", "H", "H", "H", "C", "H", "C", "C", "H", "C", "H", "H", "C", "H", "H", "C", "N", "H", "C", "H", "H", "Si", "N", "H", "Ga", "H", "H", "H", "C", "H", "H", "H", "C", "C", "H", "H", "C", "C", "C", "C", "C"], "coordinates": [[4.078, -1.503, 2.469], [-2.155, 3.318, 3.412], [-1.062, 0.455, 4.246], [-1.877, -1.464, -2.190], [-2.734, -1.267, 1.496], [2.177, -1.223, 1.521], [1.201, -1.865, -0.812], [1.670, -0.192, 1.021], [-2.697, -5.338, 0.185], [-1.030, 3.824, -0.675], [-5.505, 1.609, 0.610], [2.627, 2.173, -0.422], [1.149, -2.723, -0.139], [-1.917, 0.351, 3.574], [-3.046, 0.854, -0.536], [-2.781, 0.772, 4.096], [-2.579, -1.374, -3.023], [-6.354, 1.194, -1.316], [-1.513, 0.264, -1.524], [-2.211, -2.130, 1.109], [-0.927, -1.958, 0.799], [-0.415, 3.085, 3.327], [-0.974, -1.933, -2.592], [3.643, 5.144, -1.644], [-3.099, 1.261, 0.825], [-6.445, 1.904, 1.059], [0.833, 3.530, -0.739], [-1.187, 1.250, -3.091], [-2.101, -0.712, 3.440], [3.091, -1.103, 2.703], [4.560, 2.918, -0.928], [-1.265, 3.877, 1.998], [-4.338, 1.627, 1.360], [-2.325, -2.136, -1.461], [1.578, -3.579, -0.655], [-0.874, -4.213, 0.007], [1.977, -2.435, 1.024], [2.393, -3.211, 1.515], [-2.205, -4.390, 0.356], [-0.306, -5.014, -0.448], [-4.398, 1.943, 2.397], [-1.605, 1.364, 2.012], [1.300, 2.353, -0.342], [-4.224, 0.532, -2.310], [-0.091, 0.493, 0.384], [3.176, -0.059, 2.986], [2.990, 1.210, -0.094], [-2.120, 1.414, -3.637], [2.992, 4.360, -1.282], [-3.931, -3.401, 1.184], [2.687, -1.670, 3.543], [1.174, 5.500, -1.502], [1.629, 4.566, -1.207], [-5.454, 1.213, -0.715], [-0.714, 2.216, -2.944], [-0.539, 0.649, -3.735], [-1.332, 3.080, 2.732], [-4.238, 0.841, -1.269], [3.502, 3.132, -0.884], [-2.888, -3.325, 0.912], [-0.280, -2.986, 0.241]], "forces_ev_per_a": [[0.00, 0.00, 0.00], [-0.01, -0.01, -0.01], [0.01, 0.03, -0.02], [-0.04, 0.04, -0.04], [-0.01, -0.01, 0.05], [-0.01, 0.11, -0.03], [-0.01, 0.01, -0.01], [0.03, -0.18, 0.01], [0.00, 0.00, 0.00], [0.02, -0.06, -0.06], [0.00, 0.00, 0.02], [0.06, -0.07, 0.00], [0.06, -0.02, -0.06], [-0.02, -0.01, -0.02], [-0.01, 0.00, -0.06], [0.00, -0.01, 0.00], [0.01, 0.02, 0.00], [0.00, 0.00, 0.00], [0.00, -0.12, 0.01], [-0.03, -0.02, 0.04], [-0.03, 0.04, 0.00], [0.00, -0.03, 0.00], [0.01, 0.01, 0.00], [0.00, 0.00, 0.00], [0.04, 0.05, -0.01], [0.00, 0.00, 0.01], [-0.05, 0.05, 0.00], [0.01, 0.00, 0.00], [0.02, -0.07, -0.03], [-0.02, 0.00, 0.02], [0.00, 0.01, 0.00], [0.01, -0.01, 0.05], [-0.02, 0.02, 0.04], [0.00, -0.01, -0.02], [0.00, 0.01, 0.01], [0.01, -0.02, -0.01], [0.03, 0.03, 0.05], [0.01, 0.00, 0.00], [0.00, -0.02, 0.01], [0.00, 0.00, 0.00], [0.00, 0.00, 0.00], [0.06, -0.01, 0.07], [-0.04, -0.10, 0.06], [0.01, 0.00, 0.00], [0.10, 0.28, -0.07], [0.00, 0.00, 0.00], [-0.02, 0.03, -0.01], [-0.01, 0.00, 0.02], [-0.01, -0.02, 0.01], [0.00, 0.00, 0.00], [0.00, 0.01, 0.00], [0.00, 0.00, -0.01], [0.01, -0.02, 0.00], [0.02, -0.01, -0.02], [0.01, 0.03, 0.00], [0.00, 0.01, 0.00], [-0.08, 0.03, -0.02], [-0.03, 0.00, -0.02], [-0.01, 0.02, 0.00], [0.00, 0.02, 0.02], [-0.05, -0.02, 0.02]]}

---

(3)
{"formula": "C23H30Cl2MnN5O4", "method": "the ωB97M-V functional and the def2-TZVPD basis", "e_tot_ha": -3540.46354, "lumo_ev": [-2.225, -2.226], "e_homo_ev": [-9.73, -9.54], "total_charge": 1, "gap_ev": [7.5, 7.3], "spin_multiplicity": 2, "relative_energy_kj_mol": 10.8, "elements": ["C", "H", "Mn", "N", "O", "C", "N", "H", "C", "C", "C", "C", "C", "H", "Cl", "H", "N", "N", "H", "H", "N", "H", "Cl", "H", "C", "O", "H", "C", "H", "H", "O", "H", "H", "H", "C", "H", "H", "H", "C", "H", "C", "H", "H", "H", "H", "C", "H", "C", "C", "H", "H", "H", "C", "H", "C", "C", "H", "C", "H", "C", "C", "O", "C", "H", "C"], "coordinates": [[-1.756, -1.249, -2.379], [-0.481, -3.725, 1.252], [0.234, 0.080, -0.044], [-0.677, 1.020, 1.671], [1.842, 0.460, 1.087], [-1.448, 5.499, -2.634], [-0.740, -1.806, -1.513], [-5.445, 1.527, -1.648], [-2.546, -0.197, -1.641], [5.365, 1.048, 1.547], [-4.462, 1.191, -1.343], [-2.615, 1.236, 0.160], [4.025, 0.941, 1.798], [-2.611, 1.652, 2.252], [7.574, 0.881, -0.019], [-1.258, -0.752, -3.213], [-0.234, 3.873, -3.837], [-1.965, 0.322, -0.559], [0.943, -1.650, 1.661], [-1.706, 2.797, 1.284], [0.036, -1.664, 1.202], [-4.368, 2.449, 0.406], [3.407, 1.326, 3.372], [-1.432, 0.298, 3.534], [-3.800, 0.213, -2.065], [1.601, -0.477, -1.512], [-1.374, 4.065, -1.001], [0.234, 3.753, -2.407], [-0.121, 5.293, -0.898], [0.788, -3.268, 0.113], [0.362, 1.962, -0.883], [0.421, 4.382, -4.422], [-2.445, -1.999, -2.791], [5.412, 0.055, -1.685], [-0.704, 0.029, 2.764], [-0.296, 2.856, -4.107], [1.284, 4.031, -2.347], [0.287, 0.031, 3.220], [2.821, -0.298, -1.520], [-1.797, 4.987, -4.765], [-1.923, 1.734, 1.405], [6.037, 1.374, 2.329], [-1.966, -1.358, 1.715], [-2.304, 3.753, -3.591], [-2.419, 5.839, -2.280], [0.088, 2.253, -2.064], [-0.875, 6.379, -2.933], [3.639, 0.207, -0.461], [-0.687, 4.674, -1.589], [-4.249, -0.238, -2.941], [-1.350, -3.803, -1.055], [0.070, 1.679, 1.854], [3.088, 0.526, 0.805], [-1.017, -2.093, 3.012], [-0.991, -1.350, 2.208], [-1.576, 4.536, -3.801], [-2.157, -2.514, -0.174], [-3.865, 1.709, -0.205], [3.363, -0.570, -2.439], [-1.192, -2.827, -0.583], [5.024, 0.314, -0.707], [-0.251, 1.519, -3.014], [-0.169, -2.956, 0.537], [0.058, -2.117, -2.047], [5.870, 0.735, 0.275]], "forces_ev_per_a": [[0.06, 0.04, 0.02], [0.00, -0.02, -0.01], [-0.32, 0.05, 0.56], [0.14, -0.16, -0.08], [0.00, -0.09, -0.06], [0.02, -0.01, 0.03], [-0.07, -0.08, -0.10], [0.01, 0.00, 0.00], [-0.01, -0.06, 0.02], [-0.02, 0.01, 0.03], [-0.03, 0.02, 0.01], [-0.02, -0.02, -0.03], [0.01, 0.02, 0.03], [-0.02, 0.02, 0.01], [-0.02, 0.00, 0.01], [0.02, -0.01, -0.01], [-0.03, -0.02, 0.08], [0.19, 0.02, -0.10], [0.01, -0.06, 0.03], [0.02, 0.00, -0.01], [0.01, 0.21, -0.08], [0.01, -0.02, -0.01], [0.01, 0.00, -0.02], [-0.02, 0.00, 0.01], [-0.03, -0.02, -0.02], [0.04, -0.14, -0.09], [-0.01, 0.00, -0.01], [-0.09, 0.04, 0.06], [0.00, 0.00, 0.01], [0.01, 0.01, -0.01], [-0.09, 0.06, 0.02], [0.03, -0.01, -0.02], [-0.02, 0.00, -0.01], [-0.01, 0.00, 0.01], [0.04, 0.03, -0.03], [-0.01, -0.03, 0.01], [0.00, 0.02, -0.02], [0.00, 0.02, 0.01], [-0.07, 0.00, -0.12], [0.02, 0.00, -0.01], [0.00, 0.03, 0.02], [0.00, 0.00, 0.00], [0.01, -0.02, 0.01], [0.01, -0.01, -0.02], [0.00, 0.00, -0.01], [0.31, -0.15, -0.28], [0.00, -0.01, 0.01], [0.10, -0.01, -0.01], [0.00, 0.03, -0.04], [0.01, 0.01, 0.02], [-0.02, -0.03, 0.01], [0.03, 0.01, 0.01], [-0.10, 0.13, 0.10], [0.01, 0.00, 0.01], [-0.01, 0.01, -0.11], [-0.01, 0.02, 0.03], [0.00, 0.01, 0.00], [-0.05, -0.01, 0.01], [0.00, -0.01, -0.01], [0.06, 0.07, 0.07], [0.00, -0.02, -0.07], [-0.12, 0.10, 0.13], [-0.07, -0.03, -0.05], [0.05, 0.05, 0.02], [0.03, 0.01, 0.01]]}

---

(4)
{"formula": "C23H30ClFeN2O6", "method": "the ωB97M-V functional and the def2-TZVPD basis", "e_tot_ha": -3179.12669, "lumo_ev": [-2.198, -2.355], "e_homo_ev": [-10.43, -10.43], "total_charge": 1, "gap_ev": [8.2, 8.1], "spin_multiplicity": 5, "elements": ["H", "H", "C", "H", "C", "H", "C", "C", "H", "O", "N", "C", "C", "H", "H", "H", "O", "C", "C", "H", "N", "C", "O", "H", "H", "Fe", "C", "C", "H", "C", "C", "C", "H", "C", "C", "Cl", "C", "O", "C", "C", "H", "C", "H", "C", "H", "H", "H", "H", "O", "H", "C", "H", "H", "H", "C", "O", "H", "H", "H", "H", "H", "H", "H"], "coordinates": [[-4.271, -1.242, 2.412], [2.699, 0.303, 2.333], [3.510, -3.134, -3.827], [-1.808, -0.847, -3.318], [-4.311, -2.764, 0.065], [-3.810, 0.247, 1.558], [2.648, -0.031, -1.125], [0.855, 1.393, 2.494], [-2.582, -2.103, -1.972], [-1.830, -0.182, 0.391], [-0.753, 1.660, -3.717], [-0.848, -0.613, -2.857], [2.530, -1.185, -5.571], [3.578, -4.113, -1.911], [-0.045, -0.936, -3.509], [1.627, -1.908, 2.572], [-0.662, 1.355, -1.484], [1.630, 0.235, 2.458], [-4.314, -0.707, 1.460], [-4.063, -3.088, -0.942], [-3.680, -1.487, 0.397], [-1.109, 0.066, 2.921], [-0.707, -1.318, -1.625], [-1.114, 2.208, 2.795], [3.933, -5.173, -3.289], [0.315, 0.107, -0.026], [2.418, -2.521, -5.887], [2.914, -3.489, -5.027], [5.131, -4.001, -2.712], [1.023, -1.011, 2.590], [4.067, -4.170, -2.886], [-2.470, -1.148, -0.050], [2.174, -0.438, -6.268], [3.583, -1.780, -3.495], [3.116, -0.812, -4.365], [1.650, -2.995, -7.376], [-0.807, 1.155, -5.085], [4.175, -1.513, -2.288], [-1.864, -1.968, -1.165], [-0.347, -1.093, 2.824], [4.299, 0.567, -2.385], [-0.573, 3.107, -3.599], [4.740, -0.238, -0.859], [-0.518, 1.305, 2.725], [3.196, 0.239, -4.113], [-4.011, -3.542, 0.769], [2.836, -4.535, -5.299], [-1.579, -2.954, -0.793], [2.479, -0.105, 0.120], [-1.591, 1.679, -5.633], [-0.735, 0.887, -2.633], [-5.390, -2.646, 0.125], [-0.812, -2.061, 2.970], [0.144, 1.337, -5.588], [4.045, -0.235, -1.689], [1.668, 0.204, -1.860], [-2.167, 0.004, 3.137], [-0.585, 3.393, -2.556], [1.330, 2.362, 2.414], [-5.358, -0.541, 1.200], [0.381, 3.396, -4.044], [-1.378, 3.617, -4.127], [-1.018, 0.091, -5.118]], "forces_ev_per_a": [[0.01, 0.00, -0.04], [-0.09, 0.00, 0.00], [-0.01, -0.22, 0.09], [-0.03, -0.03, -0.03], [0.02, 0.12, -0.01], [0.01, 0.02, -0.04], [0.18, 0.10, -0.36], [-0.07, -0.05, 0.07], [-0.03, -0.07, -0.06], [0.15, -0.19, -0.05], [0.03, 0.05, 0.00], [0.27, -0.01, 0.28], [0.01, 0.20, 0.05], [0.01, -0.01, -0.02], [0.17, -0.11, -0.11], [-0.01, 0.00, -0.08], [0.01, -0.05, -0.05], [-0.12, 0.13, 0.38], [0.01, -0.13, -0.04], [-0.03, 0.02, 0.02], [0.06, 0.05, 0.14], [0.03, 0.01, 0.20], [0.21, 0.08, -0.25], [0.03, -0.03, -0.04], [0.00, 0.05, 0.01], [0.06, 0.15, -0.59], [-0.01, -0.08, -0.01], [0.01, -0.12, 0.00], [-0.02, -0.01, -0.01], [-0.13, -0.01, 0.15], [-0.05, 0.07, -0.07], [-0.26, 0.10, 0.16], [0.02, 0.02, 0.04], [0.01, 0.09, 0.02], [-0.06, 0.18, -0.10], [0.03, 0.01, 0.05], [0.02, 0.05, 0.06], [-0.06, -0.07, 0.12], [0.15, -0.11, 0.08], [0.08, 0.05, 0.18], [0.00, 0.02, 0.05], [0.00, -0.12, -0.05], [0.15, 0.04, 0.02], [0.04, 0.01, 0.15], [-0.08, -0.10, -0.06], [0.01, 0.01, 0.02], [0.01, 0.04, 0.01], [0.01, -0.06, 0.01], [-0.48, -0.26, 0.22], [-0.01, -0.01, 0.03], [-0.16, 0.41, 0.03], [-0.02, 0.03, -0.03], [0.01, 0.00, -0.01], [-0.01, -0.02, 0.04], [0.01, -0.03, -0.16], [-0.10, -0.21, -0.31], [0.09, 0.00, -0.01], [0.00, -0.01, 0.08], [-0.01, 0.00, -0.08], [-0.02, -0.01, -0.01], [-0.02, -0.02, 0.00], [-0.01, -0.01, -0.01], [0.01, 0.05, -0.03]]}